(1)
Entry from the OMol25 dataset: the molecule C24H17F2N3O4 (ωB97M-V/def2-TZVPD).

The geometry in ORCA input format:
```
! RIJCOSX wB97M-V def2-TZVPD def2/J DEFGRID3
* xyz 0 1
C -1.71 -3.08 6.91
C -1.67 -3.74 5.51
C -2.71 -4.60 5.06
C -2.78 -4.99 3.70
C -1.82 -4.59 2.86
F -1.85 -5.01 1.58
C -0.78 -3.80 3.31
N 0.31 -3.38 2.40
C 0.76 -2.06 2.20
O 0.70 -1.22 3.15
C 1.16 -1.64 0.85
C 0.77 -2.39 -0.38
C 1.24 -2.02 -1.63
C 2.06 -0.92 -1.75
F 2.36 -0.56 -3.09
C 2.35 -0.08 -0.62
O 3.19 1.03 -0.53
C 2.90 2.12 -1.30
C 3.81 3.04 -1.41
C 3.59 4.14 -2.17
N 2.40 4.45 -2.83
C 1.37 3.60 -2.51
C 0.03 3.86 -3.13
C -0.12 4.46 -4.39
C -1.48 4.30 -4.71
C -2.24 4.72 -5.86
O -1.72 5.28 -6.80
O -3.53 4.25 -5.96
C -2.10 3.59 -3.62
N -1.13 3.22 -2.75
C 1.66 2.44 -1.77
C 1.88 -0.40 0.65
C -0.66 -3.40 4.68
H -2.19 -2.06 6.91
H -2.19 -3.66 7.67
H -0.71 -2.90 7.28
H -3.47 -5.02 5.71
H -3.61 -5.56 3.40
H 0.09 -3.91 1.56
H 0.23 -3.29 -0.32
H 0.99 -2.75 -2.43
H 4.72 2.77 -0.89
H 4.35 4.98 -2.24
H 0.60 4.97 -5.11
H -3.78 4.39 -6.87
H -3.25 3.49 -3.46
H -1.23 2.78 -1.84
H 0.81 1.90 -1.47
H 2.20 0.18 1.51
H 0.20 -2.91 4.97
*
```

Properties
calculated total energy: -1589.6698 hartree
energy relative to the best compared isomer or geometry (same formula, charge and spin): 234.86 kJ/mol
LUMO: -0.6 eV
Kohn-Sham gap: 7.7 eV
structure (SMILES): Cc1ccc(F)c(NC(=O)c2ccc(F)c(Oc3ccnc(-c4cc(C(=O)O)c[nH]4)c3)c2)c1

Atom charges from the Löwdin analysis, given in e for atoms 1 to 4: -0.04, -0.25, -0.01, -0.01

---

(2)
Entry from the OMol25 dataset: a structure of composition C24H17N5NiO7 (ωB97M-V/def2-TZVPD).

The geometry in ORCA input format:
```
! RIJCOSX wB97M-V def2-TZVPD def2/J DEFGRID3
* xyz 0 3
Ni -0.01 -0.28 0.12
C 2.92 -2.17 -0.28
C 3.17 -0.70 -0.23
C 4.48 -0.22 -0.24
C 4.72 1.14 -0.18
C 3.64 2.00 -0.11
C 2.37 1.47 -0.10
N 2.13 0.15 -0.16
C 1.16 2.35 -0.03
C 1.20 3.72 0.13
C 0.00 4.41 0.21
C -1.20 3.73 0.13
C -1.16 2.35 -0.03
N 0.00 1.71 -0.11
C -2.37 1.48 -0.10
C -3.64 2.02 -0.11
C -4.73 1.15 -0.18
C -4.49 -0.20 -0.24
C -3.18 -0.69 -0.23
C -2.94 -2.16 -0.28
N -2.14 0.15 -0.16
H 3.82 -2.69 -0.59
H 2.10 -2.42 -0.95
H 2.64 -2.53 0.71
H 5.30 -0.93 -0.30
H 5.73 1.52 -0.18
H 3.80 3.07 -0.07
H 2.14 4.25 0.21
H 0.00 5.48 0.34
H -2.13 4.26 0.21
H -3.80 3.08 -0.07
H -5.74 1.54 -0.19
H -5.31 -0.91 -0.30
H -3.84 -2.68 -0.58
H -2.66 -2.52 0.72
H -2.12 -2.41 -0.95
O -0.01 -0.97 4.09
C 0.00 -1.15 2.89
O 0.00 -0.18 2.03
C 0.00 -2.60 2.38
C 0.00 -3.55 3.38
C 0.00 -4.90 3.08
C 0.00 -5.35 1.78
C -0.01 -4.41 0.76
C -0.01 -3.00 1.01
O -0.01 -2.18 0.03
N -0.02 -4.97 -0.60
O -0.05 -4.21 -1.55
O 0.01 -6.18 -0.71
N 0.01 -5.89 4.17
O 0.00 -7.07 3.86
O 0.01 -5.47 5.31
H 0.01 -3.21 4.41
H -0.01 -6.40 1.55
*
```

Properties
calculated total energy: -3233.4877 hartree
energy relative to the best compared isomer or geometry (same formula, charge and spin): 0.00 kJ/mol
LUMO (alpha / beta): -1.1 / -1.3 eV
Kohn-Sham gap (alpha / beta): 7.1 / 6.9 eV

Atom charges from the Löwdin analysis, given in e for atoms 1 to 4: 0.72, -0.01, -0.26, -0.01

---

(3)
Entry from the OMol25 dataset: a structure of composition C24H18Cl2CrIN7O2Se2 (ωB97M-V/def2-TZVPD).

The geometry in ORCA input format:
```
! RIJCOSX wB97M-V def2-TZVPD def2/J DEFGRID3
* xyz 1 4
Cr 0.26 0.13 -0.20
Cl -0.12 -3.09 6.35
C -0.31 -2.38 4.79
C -1.60 -2.09 4.31
C -1.79 -1.53 3.08
Cl -3.39 -1.19 2.53
C -0.70 -1.21 2.23
O -0.94 -0.71 1.06
C 0.60 -1.50 2.74
C 1.77 -1.20 2.00
O 1.85 -0.60 0.91
C 0.78 -2.09 4.01
H -2.46 -2.32 4.94
H 2.72 -1.52 2.44
H 1.78 -2.30 4.37
N 1.20 -3.56 -2.03
C 0.42 -2.95 -1.13
N 0.68 -1.66 -1.17
C 1.64 -1.54 -2.13
N 1.98 -2.68 -2.68
C 2.16 -0.21 -2.44
C 3.06 0.06 -3.46
N 3.46 1.30 -3.70
C 2.97 2.27 -2.94
C 2.07 2.01 -1.90
N 1.68 0.77 -1.66
H 1.23 -4.54 -2.26
H -0.31 -3.45 -0.51
H 3.44 -0.73 -4.08
H 3.29 3.28 -3.14
H 1.66 2.80 -1.28
Se -1.28 3.31 -1.21
Se -2.22 2.66 0.81
C -0.57 2.45 1.74
C -0.43 3.06 2.98
C 0.82 3.14 3.56
C 1.92 2.65 2.86
C 1.69 2.00 1.67
N 0.46 1.84 1.13
C -1.49 1.65 -2.13
C -1.99 1.70 -3.38
C -2.11 0.43 -4.09
C -2.14 -0.70 -3.38
C -2.06 -0.61 -1.87
N -1.18 0.49 -1.47
H -1.28 3.52 3.45
H 0.95 3.63 4.52
H 2.93 2.75 3.23
H 2.51 1.56 1.12
H -2.31 2.63 -3.83
H -2.23 0.43 -5.17
H -2.28 -1.67 -3.84
H -1.61 -1.54 -1.52
I -4.36 -2.42 -1.15
C -3.42 -0.50 -1.20
H -4.11 0.16 -1.72
H -3.31 -0.20 -0.16
*
```

Properties
calculated total energy: -8524.4448 hartree
energy relative to the best compared isomer or geometry (same formula, charge and spin): 16.74 kJ/mol
LUMO (alpha / beta): -3.5 / -3.7 eV
Kohn-Sham gap (alpha / beta): 6.3 / 6.2 eV

Atom charges from the Löwdin analysis, given in e for atoms 1 to 4: 0.84, 0.70, -0.66, -0.09

---

(4)
Entry from the OMol25 dataset: a structure of composition C24H18Cl5F6N3O4S4V (ωB97M-V/def2-TZVPD).

The geometry in ORCA input format:
```
! RIJCOSX wB97M-V def2-TZVPD def2/J DEFGRID3
* xyz -1 3
V -1.10 0.07 0.07
C 0.94 2.30 0.55
N -0.45 2.03 0.99
C -0.50 1.78 2.46
C 0.23 0.52 2.83
N -0.39 -0.63 2.16
C 0.61 -1.54 1.60
C -1.38 -1.36 2.93
C -1.19 -1.64 4.28
C -2.13 -2.38 4.98
C -3.25 -2.86 4.31
C -3.42 -2.61 2.96
C -2.48 -1.86 2.24
S -2.66 -1.63 0.51
C -1.31 3.19 0.74
C -0.86 4.48 0.98
C -1.71 5.56 0.80
C -3.02 5.33 0.38
C -3.46 4.04 0.15
C -2.62 2.94 0.32
S -3.15 1.30 0.05
H 1.49 2.89 1.30
H 0.91 2.86 -0.39
H 1.48 1.37 0.39
H -1.56 1.69 2.72
H -0.09 2.66 2.98
H 0.23 0.41 3.92
H 1.28 0.57 2.51
H 1.41 -1.76 2.31
H 2.01 -1.08 0.29
H 0.12 -2.47 1.31
H -0.30 -1.29 4.79
H -1.98 -2.60 6.02
H -4.00 -3.44 4.84
H -4.29 -2.99 2.43
H 0.16 4.65 1.31
H -1.35 6.56 0.97
H -3.69 6.16 0.23
H -4.48 3.86 -0.18
Cl -0.26 -2.66 -1.58
C -0.54 -1.29 -2.60
C -0.85 -0.04 -2.04
C -0.88 1.00 -2.96
Cl -1.07 2.64 -2.39
C -0.73 0.84 -4.33
Cl -0.80 2.19 -5.41
C -0.50 -0.43 -4.85
Cl -0.33 -0.67 -6.55
C -0.39 -1.51 -3.97
Cl -0.06 -3.08 -4.60
F 4.39 -5.25 -1.48
C 3.17 -4.73 -1.57
F 3.18 -3.84 -2.58
F 2.32 -5.71 -1.89
S 2.56 -3.83 -0.03
O 1.08 -0.83 0.47
O 1.62 -4.80 0.58
N 3.99 -3.83 0.77
S 4.61 -2.45 1.14
O 6.03 -2.44 1.02
O 3.89 -1.28 0.65
C 4.32 -2.36 2.98
F 3.27 -3.10 3.36
F 5.39 -2.76 3.66
F 4.06 -1.09 3.35
*
```

Properties
calculated total energy: -6827.6419 hartree
energy relative to the best compared isomer or geometry (same formula, charge and spin): 23.37 kJ/mol
LUMO (alpha / beta): 1.8 / 2.2 eV
Kohn-Sham gap (alpha / beta): 7.0 / 7.6 eV

Atom charges from the Löwdin analysis, given in e for atoms 1 to 4: 0.50, -0.05, -0.22, -0.14

---

Please write out number 3 again, unchanged.
Entry from the OMol25 dataset: a structure of composition C24H18Cl2CrIN7O2Se2 (ωB97M-V/def2-TZVPD).

The geometry in ORCA input format:
```
! RIJCOSX wB97M-V def2-TZVPD def2/J DEFGRID3
* xyz 1 4
Cr 0.26 0.13 -0.20
Cl -0.12 -3.09 6.35
C -0.31 -2.38 4.79
C -1.60 -2.09 4.31
C -1.79 -1.53 3.08
Cl -3.39 -1.19 2.53
C -0.70 -1.21 2.23
O -0.94 -0.71 1.06
C 0.60 -1.50 2.74
C 1.77 -1.20 2.00
O 1.85 -0.60 0.91
C 0.78 -2.09 4.01
H -2.46 -2.32 4.94
H 2.72 -1.52 2.44
H 1.78 -2.30 4.37
N 1.20 -3.56 -2.03
C 0.42 -2.95 -1.13
N 0.68 -1.66 -1.17
C 1.64 -1.54 -2.13
N 1.98 -2.68 -2.68
C 2.16 -0.21 -2.44
C 3.06 0.06 -3.46
N 3.46 1.30 -3.70
C 2.97 2.27 -2.94
C 2.07 2.01 -1.90
N 1.68 0.77 -1.66
H 1.23 -4.54 -2.26
H -0.31 -3.45 -0.51
H 3.44 -0.73 -4.08
H 3.29 3.28 -3.14
H 1.66 2.80 -1.28
Se -1.28 3.31 -1.21
Se -2.22 2.66 0.81
C -0.57 2.45 1.74
C -0.43 3.06 2.98
C 0.82 3.14 3.56
C 1.92 2.65 2.86
C 1.69 2.00 1.67
N 0.46 1.84 1.13
C -1.49 1.65 -2.13
C -1.99 1.70 -3.38
C -2.11 0.43 -4.09
C -2.14 -0.70 -3.38
C -2.06 -0.61 -1.87
N -1.18 0.49 -1.47
H -1.28 3.52 3.45
H 0.95 3.63 4.52
H 2.93 2.75 3.23
H 2.51 1.56 1.12
H -2.31 2.63 -3.83
H -2.23 0.43 -5.17
H -2.28 -1.67 -3.84
H -1.61 -1.54 -1.52
I -4.36 -2.42 -1.15
C -3.42 -0.50 -1.20
H -4.11 0.16 -1.72
H -3.31 -0.20 -0.16
*
```

Properties
calculated total energy: -8524.4448 hartree
energy relative to the best compared isomer or geometry (same formula, charge and spin): 16.74 kJ/mol
LUMO (alpha / beta): -3.5 / -3.7 eV
Kohn-Sham gap (alpha / beta): 6.3 / 6.2 eV

Atom charges from the Löwdin analysis, given in e for atoms 1 to 4: 0.84, 0.70, -0.66, -0.09